[1]
Molecular formula: C6H10O
Method: DFT, ωB97M-V with the def2-TZVPD basis set

Geometry as ORCA input:
```
! RIJCOSX wB97M-V def2-TZVPD def2/J DEFGRID3
* xyz 0 1
C 0.69771 -1.94494 1.62834
C 0.09958 -0.83485 1.20751
C -0.53068 0.17778 2.11725
C 0.08069 -0.54377 -0.22764
C -0.03964 0.60804 -0.88354
C -0.12096 0.76719 -2.36719
O -0.26762 2.11379 -2.79629
H 0.84255 -2.33508 2.62638
H 1.11127 -2.65311 0.91083
H -0.22160 1.19538 1.89099
H -0.23150 -0.03738 3.14424
H -1.61211 0.06416 2.02629
H 0.00211 -1.43437 -0.85815
H -0.10280 1.55144 -0.34557
H -0.88113 0.24624 -2.94815
H 0.83324 0.36587 -2.76840
H 0.34088 2.69363 -2.35690
*
```

Computed properties:
energy relative to the best compared isomer or geometry (same formula, charge and spin)	29.7	kcal/mol
orbital gap	9.7234	eV
structure (SMILES)	C=C(C)/C=C/CO
LUMO energy	0.97	eV


[2]
Molecular formula: C6H10O
Method: DFT, ωB97M-V with the def2-TZVPD basis set

Geometry as ORCA input:
```
! RIJCOSX wB97M-V def2-TZVPD def2/J DEFGRID3
* xyz 0 1
C -2.65834 0.80431 -1.67411
C -1.82681 0.03007 -0.68689
C -0.55201 0.28431 -0.42738
C 0.25274 -0.39157 0.58770
C 1.55944 -0.21789 0.74888
C 2.44386 -1.06554 1.60238
O 2.29181 0.67622 -0.01282
H -1.99533 1.26679 -2.39674
H -3.43845 0.17207 -2.08501
H -3.18346 1.60310 -1.13288
H -2.35122 -0.72573 -0.10535
H -0.05846 1.03952 -1.02971
H -0.27708 -1.10706 1.20187
H 2.13094 -2.10727 1.58718
H 2.40464 -0.73375 2.64918
H 3.48964 -0.99773 1.32874
H 1.76808 1.47015 -0.15504
*
```

Computed properties:
energy relative to the best compared isomer or geometry (same formula, charge and spin)	15.8	kcal/mol
orbital gap	8.8615	eV
structure (SMILES)	C/C=C/C=C(/C)O
LUMO energy	0.93	eV


[3]
Molecular formula: C6H10O
Method: DFT, ωB97M-V with the def2-TZVPD basis set

Geometry as ORCA input:
```
! RIJCOSX wB97M-V def2-TZVPD def2/J DEFGRID3
* xyz 0 1
C 1.34689 -0.69640 2.09007
C 0.59983 -0.82931 1.01411
C 0.43623 -2.16726 0.32312
C -0.35524 0.24267 0.57812
C -0.26059 0.71875 -0.65656
C -1.08840 1.80401 -1.28363
O -0.85314 1.73783 -2.70451
H 2.00902 -1.47233 2.47568
H 1.37815 0.15808 2.76961
H 1.00118 -2.89932 0.90083
H 0.77462 -2.28449 -0.70973
H -0.62916 -2.38781 0.34730
H -1.15572 0.53839 1.24919
H 0.57349 0.44451 -1.29135
H -0.73241 2.77403 -0.94163
H -2.15594 1.68415 -1.11898
H -0.88883 2.63449 -3.04165
*
```

Computed properties:
energy relative to the best compared isomer or geometry (same formula, charge and spin)	32.1	kcal/mol
orbital gap	10.0095	eV
structure (SMILES)	C=C(C)/C=C/CO
LUMO energy	0.95	eV


[4]
Molecular formula: C6H10O
Method: DFT, ωB97M-V with the def2-TZVPD basis set

Geometry as ORCA input:
```
! RIJCOSX wB97M-V def2-TZVPD def2/J DEFGRID3
* xyz 0 1
C -0.08720 -1.22216 -0.52542
C -1.13109 -1.16960 0.29351
C -1.72388 0.21418 0.39435
C -0.87636 1.05961 -0.59363
C 0.21059 0.11252 -1.16512
H 0.51303 -2.10924 -0.71430
H -1.52400 -2.01360 0.85496
H -2.79025 0.22392 0.13420
H -1.65431 0.58992 1.42413
H -1.50053 1.45743 -1.39831
H -0.42471 1.92021 -0.09099
H 1.22274 0.46242 -0.92331
H 0.17917 0.05059 -2.25982
C 2.40068 0.10764 1.14219
O 2.17107 -0.88395 1.78501
H 3.02456 0.10028 0.22431
H 1.99048 1.09984 1.41823
*
```

Computed properties:
energy relative to the best compared isomer or geometry (same formula, charge and spin)	26.3	kcal/mol
orbital gap	9.9975	eV
structure (SMILES)	C1=CCCC1.C=O
LUMO energy	0.91	eV


[5]
Molecular formula: C6H10O
Method: DFT, ωB97M-V with the def2-TZVPD basis set

Geometry as ORCA input:
```
! RIJCOSX wB97M-V def2-TZVPD def2/J DEFGRID3
* xyz 0 1
O -0.02141 2.33096 -0.26615
C -1.13714 1.87057 -0.20767
C -1.49195 0.51118 0.33999
C -0.37515 -0.21552 1.10448
C 0.48007 -1.20699 0.31134
C 0.52423 -1.25615 -1.19235
C 1.71220 -0.75577 -0.41442
H -2.00977 2.45753 -0.57520
H -2.38723 0.65086 0.96198
H -1.84002 -0.08062 -0.51989
H -0.84345 -0.75975 1.93166
H 0.29094 0.52562 1.56307
H 0.54887 -2.19214 0.76701
H 0.57845 -2.23660 -1.66273
H -0.07408 -0.53026 -1.73948
H 2.61019 -1.36741 -0.35160
H 1.89914 0.31483 -0.45099
*
```

Computed properties:
energy relative to the best compared isomer or geometry (same formula, charge and spin)	20.2	kcal/mol
orbital gap	10.9469	eV
structure (SMILES)	O=CCCC1CC1
LUMO energy	1.06	eV


[6]
Molecular formula: C6H10O
Method: DFT, ωB97M-V with the def2-TZVPD basis set

Geometry as ORCA input:
```
! RIJCOSX wB97M-V def2-TZVPD def2/J DEFGRID3
* xyz 0 1
C -1.23073 -2.08551 1.71790
C -0.31842 -1.54968 0.92663
C -0.63996 -0.44448 -0.05509
C 0.49888 -0.08764 -0.99365
C 1.26531 1.21541 -0.63534
C 0.36555 2.40954 -0.50146
O -0.34576 2.64412 0.44044
H -2.27976 -1.91815 1.50056
H -0.94498 -2.72688 2.54299
H 0.72587 -1.84023 0.92879
H -1.10952 0.41048 0.42702
H -1.51452 -0.77498 -0.63270
H 1.25220 -0.87594 -1.04593
H 0.12436 0.03138 -2.01267
H 1.91728 1.36662 -1.49914
H 1.87380 1.12708 0.26106
H 0.36041 3.09889 -1.36940
*
```

Computed properties:
energy relative to the best compared isomer or geometry (same formula, charge and spin)	24.7	kcal/mol
orbital gap	10.2741	eV
structure (SMILES)	C=CCCCC=O
LUMO energy	0.91	eV


[7]
Molecular formula: C6H10O
Method: DFT, ωB97M-V with the def2-TZVPD basis set

Geometry as ORCA input:
```
! RIJCOSX wB97M-V def2-TZVPD def2/J DEFGRID3
* xyz 0 1
C 0.34309 1.96173 0.80569
C 1.38569 0.87714 1.05724
C 0.18044 0.57566 0.30033
C -0.89763 -0.33231 0.19357
C -0.34054 -1.06037 -1.04337
C -0.44953 -2.33183 -0.25622
O -0.72423 -1.56140 0.92396
H -0.31605 2.21741 1.64251
H 0.62353 2.82492 0.20897
H 2.30553 1.02307 0.48970
H 1.53599 0.45628 2.04465
H -0.42311 1.27984 -1.86992
H -1.92138 0.05190 0.18535
H -0.77626 0.74825 -2.26820
H 0.43886 -0.78946 -1.73663
H -1.35033 -2.91222 -0.53538
H 0.38595 -3.02862 -0.14226
*
```

Computed properties:
energy relative to the best compared isomer or geometry (same formula, charge and spin)	162.8	kcal/mol
orbital gap (spin up / spin down)	7.9649 / 8.4193	eV
LUMO energy (spin up / spin down)	0.31 / 0.42	eV


[8]
Molecular formula: C6H10O
Method: DFT, ωB97M-V with the def2-TZVPD basis set

Geometry as ORCA input:
```
! RIJCOSX wB97M-V def2-TZVPD def2/J DEFGRID3
* xyz 0 1
O 2.01083 -1.13538 2.08778
C 2.45915 -0.74458 1.03423
C 1.60416 -0.18924 -0.09015
C 0.32901 0.48477 0.41955
C -0.76745 0.60104 -0.61649
C -1.69453 -0.56380 -0.83968
C -2.18924 0.67041 -0.13836
H 3.54914 -0.81686 0.83519
H 2.19542 0.47048 -0.73848
H 1.33742 -1.05352 -0.71865
H 0.57123 1.48171 0.81497
H -0.03721 -0.10908 1.26510
H -0.52112 1.19414 -1.49855
H -2.06388 -0.75470 -1.84339
H -1.54085 -1.46095 -0.24342
H -2.88717 1.31421 -0.66460
H -2.35492 0.61136 0.93494
*
```

Computed properties:
energy relative to the best compared isomer or geometry (same formula, charge and spin)	17.0	kcal/mol
orbital gap	10.8634	eV
structure (SMILES)	O=CCCC1CC1
LUMO energy	1.06	eV


[9]
Molecular formula: C6H10O
Method: DFT, ωB97M-V with the def2-TZVPD basis set

Geometry as ORCA input:
```
! RIJCOSX wB97M-V def2-TZVPD def2/J DEFGRID3
* xyz 0 1
C 0.04408 1.89922 0.34869
C -0.72515 1.32915 1.26879
O -0.32360 0.74326 2.42615
H 1.11899 1.98747 0.47376
H -0.38948 2.26034 -0.57598
H -1.80396 1.28634 1.16988
H 0.64127 0.67899 2.41838
C -1.65912 -1.71780 -0.78667
C -2.23328 -1.13738 0.09474
H -1.17210 -2.25564 -1.56659
H -2.76766 -0.64795 0.87602
C 1.82909 -0.22231 -0.76341
C 1.26061 -1.29006 -1.30372
H 2.17027 -0.22254 0.26922
H 1.96587 0.69951 -1.32127
H 0.90313 -1.28067 -2.33080
H 1.11529 -2.20517 -0.73665
*
```

Computed properties:
energy relative to the best compared isomer or geometry (same formula, charge and spin)	91.5	kcal/mol
orbital gap	9.8320	eV
structure (SMILES)	C=CO.C#C.C=C
LUMO energy	0.93	eV


[10]
Molecular formula: C6H10O
Method: DFT, ωB97M-V with the def2-TZVPD basis set

Geometry as ORCA input:
```
! RIJCOSX wB97M-V def2-TZVPD def2/J DEFGRID3
* xyz 0 1
C 0.30695 2.32785 -0.71698
C 0.12088 1.32773 -0.07253
C 0.13280 -0.06895 0.39005
C 1.29867 -0.68646 -0.45930
C 0.40473 -0.27937 1.88624
O -1.11264 -0.72614 0.19741
C -1.85987 -0.38531 -0.94758
H 0.74110 3.05919 -1.36369
H 1.13229 -1.76145 -0.48694
H 2.26118 -0.48653 0.02762
H 1.40576 -0.33332 -1.49988
H 1.36531 0.13382 2.20335
H 0.40846 -1.35778 2.08151
H -0.38851 0.15862 2.49770
H -1.28186 -0.53077 -1.86839
H -2.72952 -1.04698 -0.94765
H -2.20573 0.65586 -0.92096
*
```

Computed properties:
energy relative to the best compared isomer or geometry (same formula, charge and spin)	52.0	kcal/mol
orbital gap	10.7235	eV
structure (SMILES)	C#CC(C)(C)OC
LUMO energy	1.02	eV


[11]
Molecular formula: C6H10O
Method: DFT, ωB97M-V with the def2-TZVPD basis set

Geometry as ORCA input:
```
! RIJCOSX wB97M-V def2-TZVPD def2/J DEFGRID3
* xyz 0 1
O -0.41656 -1.61758 1.07459
C -1.29449 -0.52548 0.88841
C -1.46958 -0.14436 -0.58493
C -0.16184 -0.08752 -1.38410
C 0.93440 0.86971 -0.89112
C 0.99548 1.47452 0.48807
C 1.84444 0.52480 0.25879
H 0.48065 -1.26746 0.97706
H -2.25804 -0.82890 1.30776
H -0.95877 0.34611 1.46713
H -2.11768 -0.88818 -1.06569
H -1.99193 0.82082 -0.64521
H -0.40670 0.18486 -2.41944
H 0.24791 -1.10600 -1.43262
H 1.36805 1.45956 -1.70567
H 0.59165 2.21235 1.16767
H 2.66984 -0.08100 0.60066
*
```

Computed properties:
energy relative to the best compared isomer or geometry (same formula, charge and spin)	59.5	kcal/mol
orbital gap	10.6183	eV
structure (SMILES)	OCCCC1C=C1
LUMO energy	1.09	eV


[12]
Molecular formula: C6H10O
Method: DFT, ωB97M-V with the def2-TZVPD basis set

Geometry as ORCA input:
```
! RIJCOSX wB97M-V def2-TZVPD def2/J DEFGRID3
* xyz 0 1
C -2.36145 -0.94312 -0.04277
C -0.94189 -0.57040 -0.00676
O 0.04377 -1.44918 -0.08422
C 0.97726 -0.49705 0.46861
C 1.93871 -0.01427 -0.60275
C 0.83634 0.95921 -0.95851
C -0.17552 0.59921 0.18880
H -2.58875 -1.44383 -0.98937
H -2.62809 -1.63000 0.76253
H -3.00746 -0.06701 0.03205
H 0.51241 0.99714 2.70308
H 1.41159 0.05897 2.11041
H 2.20344 -0.75061 -1.35677
H 2.84798 0.45692 -0.21930
H 1.11417 1.99504 -0.79458
H 0.38401 0.84438 -1.93521
H -0.56653 1.45461 0.72475
*
```

Computed properties:
energy relative to the best compared isomer or geometry (same formula, charge and spin)	178.5	kcal/mol
orbital gap (spin up / spin down)	7.1084 / 7.1013	eV
LUMO energy (spin up / spin down)	0.01 / 0.00	eV